ORCA calculation (ωB97M-V with the def2-TZVPD basis set) on an isolated ion of composition C2H3FN and charge +1.

Computed properties:
Total energy, Eh: -232.27136
SMILES string: [NH+]#CCF
Total charge: +1
Energy above the lowest of the compared OMol25 structures with the same formula, charge and spin, kcal per mole: 0.0
E_LUMO, Eh: -0.224

Positions of all 7 atoms, in Å:
N1 -0.94098 0.79581 -1.10733
C1 -0.29096 0.37890 -0.22259
C2 0.58638 -0.45936 0.60511
F1 1.30196 0.18775 1.54991
H1 -1.58536 1.39144 -1.69707
H2 1.10330 -1.11425 -0.08070
H3 -0.17435 -1.18031 0.95268

Atom charges from the Mulliken analysis, given in e for atoms 1 to 6: number 1, N, carries -0.027; number 2, C, carries 0.314; number 3, C, carries -0.089; number 4, F, carries -0.164; number 5, H, carries 0.387; number 6, H, carries 0.311



ORCA calculation (ωB97M-V with the def2-TZVPD basis set) on C2H3FN2O2S as an isolated structure.

Computed properties:
Total energy, Eh: -835.76409
Total charge: 0
Energy above the lowest of the compared OMol25 structures with the same formula, charge and spin, kcal per mole: 79.3
E_LUMO (alpha / beta), Eh: -0.067 / -0.067

Positions of all 11 atoms, in Å:
C1 -3.47778 0.21190 -0.29782
C2 -2.12178 -0.11173 -0.51811
N1 -4.60198 0.42568 -0.16236
N2 -0.12596 1.01811 0.16644
O1 1.65529 0.63270 0.42480
O2 0.16959 -1.32678 0.44449
F1 -0.27143 2.25116 0.77009
S1 -1.00940 -0.23266 0.79925
H1 -1.94981 -0.20541 -1.56763
H2 2.20139 1.35540 0.05369
H3 0.97977 -0.71609 0.33968

Atom charges from the Mulliken analysis, given in e for atoms 1 to 6: number 1, C, carries 0.406; number 2, C, carries -0.431; number 3, N, carries -0.381; number 4, N, carries 0.158; number 5, O, carries -0.664; number 6, O, carries -0.468



ORCA calculation (ωB97M-V with the def2-TZVPD basis set) on one molecule with the formula C2H3FN4.

Computed properties:
Total energy, Eh: -396.88970
SMILES string: Nc1n[nH]c(F)n1
Total charge: 0
Energy above the lowest of the compared OMol25 structures with the same formula, charge and spin, kcal per mole: 1.9
E_LUMO, Eh: 0.034

Positions of all 10 atoms, in Å:
N1 1.84098 -0.72077 -0.17076
C1 0.61333 -0.19289 -0.04409
N2 0.36608 1.13998 -0.09816
N3 -1.03270 1.13494 -0.06875
C2 -1.46726 -0.13334 0.08210
F1 -2.78562 -0.31372 0.01675
N4 -0.51393 -1.01407 0.01443
H1 2.10744 -1.68447 0.28413
H2 2.56558 -0.09224 -0.21260
H3 -1.69391 1.87658 0.19697

Atom charges from the Mulliken analysis, given in e for atoms 1 to 6: number 1, N, carries -0.414; number 2, C, carries 0.516; number 3, N, carries -0.671; number 4, N, carries 0.122; number 5, C, carries 0.459; number 6, F, carries -0.233



ORCA calculation (ωB97M-V with the def2-TZVPD basis set) on one molecule with the formula C2H3FNP.

Computed properties:
Total energy, Eh: -573.89510
SMILES string: [H]/N=C1/CP1F
Total charge: 0
Energy above the lowest of the compared OMol25 structures with the same formula, charge and spin, kcal per mole: 23.8
E_LUMO, Eh: -0.026

Positions of all 8 atoms, in Å:
H1 -0.04017 2.31759 -0.83514
N1 -0.42763 1.57100 -0.36746
C1 0.34838 0.58672 -0.28133
C2 0.32206 -0.85290 0.14588
P1 1.79328 -0.37409 -0.84662
F1 2.48402 0.62474 0.67619
H2 0.42320 -1.14211 1.17500
H3 -0.46708 -1.27131 -0.47844

Atom charges from the Mulliken analysis, given in e for atoms 1 to 6: number 1, H, carries 0.264; number 2, N, carries -0.585; number 3, C, carries 0.453; number 4, C, carries -0.522; number 5, P, carries 0.253; number 6, F, carries -0.459